The following is a quantum chemistry calculation of C28H31BIrN2PSi as an isolated structure at a distorted geometry, from the OMol25 dataset.

XYZ file:
```
65
Properties=species:S:1:pos:R:3:forces:R:3
Ir -0.162 0.498 0.020 -2.6 0.2 2.4
C 4.565 -1.234 2.580 0.0 0.0 0.0
C 4.466 0.146 2.495 0.0 0.0 0.0
C 3.221 0.756 2.464 -0.1 0.1 0.1
C 2.071 -0.025 2.515 -0.3 -0.3 -0.1
C 2.173 -1.416 2.576 -0.1 0.0 0.0
C 3.418 -2.015 2.620 0.0 -0.1 0.0
P 0.408 0.690 2.448 1.8 1.0 -1.6
C -0.141 0.799 4.173 -1.1 -0.6 -0.5
C 0.791 0.703 5.202 0.3 -0.1 -0.2
C 0.371 0.859 6.513 -0.1 0.1 0.0
C -0.968 1.091 6.796 0.1 0.0 -0.1
C -1.898 1.164 5.767 -0.1 0.1 0.0
C -1.489 1.020 4.453 0.0 0.0 0.0
C 0.639 2.398 1.914 -0.2 -0.1 0.3
C 0.877 3.527 2.681 0.0 0.0 -0.1
C 0.968 4.749 2.029 0.0 0.1 0.1
C 0.836 4.822 0.646 0.0 -0.2 0.0
C 0.608 3.679 -0.115 -0.1 -0.1 -0.7
C 0.484 2.464 0.531 -0.5 -1.8 0.3
H 5.534 -1.713 2.606 0.0 0.0 0.0
H 5.355 0.758 2.440 0.0 0.0 0.0
H 3.153 1.834 2.413 0.0 0.0 -0.1
H 1.274 -2.023 2.577 0.0 -0.1 0.0
H 3.502 -3.092 2.666 0.0 0.0 0.0
H 1.833 0.517 4.981 0.0 -0.1 0.0
H 1.094 0.793 7.314 0.0 0.0 0.0
H -1.288 1.212 7.822 0.0 0.0 0.0
H -2.942 1.327 5.995 0.0 0.0 0.0
H -2.208 1.078 3.645 0.0 0.0 0.0
H 0.977 3.452 3.757 0.0 0.0 0.0
H 1.143 5.650 2.601 0.0 0.0 0.0
H 0.893 5.781 0.150 0.1 0.0 0.0
H 0.514 3.762 -1.190 -0.1 0.0 0.0
B 3.899 -0.484 -1.300 0.8 -0.7 -0.1
C 2.424 -0.643 -0.980 -0.3 0.1 0.1
N 1.288 -0.687 -0.687 0.2 0.6 -0.1
H 4.538 -1.172 -0.546 -0.2 0.1 0.4
H 4.164 -0.921 -2.387 -0.3 0.3 -0.3
H 4.120 0.686 -1.125 -0.1 0.2 -0.1
C -2.982 2.830 0.358 -0.2 -0.3 -0.4
Si -3.071 1.314 -0.773 0.0 0.9 -0.3
C -1.909 1.570 -2.260 -0.4 -0.1 0.5
C -4.820 1.010 -1.400 0.4 -0.2 0.3
N -2.237 0.026 0.100 2.7 1.4 -0.8
C -2.677 -1.116 0.699 -0.2 -1.3 1.3
C -1.761 -2.141 1.040 -0.2 0.6 -0.4
C -2.178 -3.312 1.630 -0.1 -0.1 0.2
C -3.523 -3.504 1.932 0.1 0.1 0.0
C -4.436 -2.496 1.643 0.0 -0.3 0.1
C -4.033 -1.329 1.030 0.5 0.6 -0.2
H -3.511 3.671 -0.094 -0.1 0.1 0.0
H -1.948 3.136 0.510 0.0 0.0 0.0
H -3.423 2.642 1.338 -0.1 -0.1 0.0
H -1.937 2.605 -2.602 0.1 0.1 0.0
H -2.189 0.931 -3.097 0.1 -0.1 0.0
H -0.855 1.337 -2.011 0.2 0.1 -0.2
H -5.014 1.709 -2.216 0.1 0.1 0.0
H -5.572 1.187 -0.632 0.0 0.0 0.0
H -4.962 0.003 -1.792 0.0 0.0 0.0
H -0.715 -1.990 0.790 0.0 -0.2 -0.1
H -1.452 -4.079 1.860 0.0 0.0 0.0
H -3.849 -4.426 2.391 0.0 0.0 0.0
H -5.475 -2.627 1.911 0.0 0.0 -0.1
H -4.745 -0.543 0.818 -0.1 0.0 0.0
```
Positions in Å, forces in eV/Å.

Summary:
Total energy = -53192.5546 eV
Net charge = +1
⟨S²⟩ = 0.77
2S+1 = 2
Relative energy (zero: lowest compared OMol25 entry of this formula, charge and spin) = 1.770 eV
Highest occupied orbital energy (spin up / spin down) = -11.02 / -10.83 eV

=====

The following is a quantum chemistry calculation of C28H31BN10O2PtS as an isolated structure at a distorted geometry, from the OMol25 dataset.

XYZ file:
```
74
Properties=species:S:1:pos:R:3:forces:R:3
Pt -0.211 -0.035 0.302 1.5 -0.3 -0.5
C -1.672 -1.539 3.286 0.0 0.1 -0.1
C -0.734 -0.396 3.481 0.0 -0.1 0.0
C -0.396 0.276 4.657 0.0 0.1 0.0
C 0.532 1.230 4.285 -0.1 -0.1 0.1
N 0.739 1.124 2.966 0.1 0.1 0.3
N -0.032 0.139 2.478 -0.3 -0.3 -0.3
B 1.652 1.952 2.040 0.2 -0.2 0.4
N 2.446 1.001 1.110 0.0 -0.1 0.0
C 3.754 0.990 0.826 0.2 -0.1 0.0
C 3.981 0.076 -0.183 0.0 0.0 0.0
C 2.728 -0.453 -0.499 -0.1 0.1 0.0
C 2.321 -1.445 -1.540 0.1 0.1 0.2
N 1.828 0.121 0.306 -0.4 -0.4 -0.1
N 0.731 2.764 1.112 -0.2 0.0 -0.1
C 0.431 4.063 1.010 0.0 0.1 0.0
C -0.309 4.264 -0.134 -0.1 0.0 -0.1
C -0.452 3.004 -0.721 0.1 -0.1 0.1
C -1.047 2.649 -2.036 0.1 0.0 0.0
N 0.163 2.100 0.066 -0.9 -0.6 0.0
N 2.647 2.722 2.867 -0.1 0.3 0.0
C 3.207 3.956 2.736 -0.1 -0.1 -0.2
C 4.253 4.037 3.609 0.2 0.0 0.2
C 4.291 2.777 4.257 -0.2 0.1 -0.2
C 5.254 2.289 5.289 0.0 0.0 -0.1
N 3.325 1.999 3.802 0.1 -0.1 0.0
H -2.070 -1.862 4.245 0.0 0.0 0.0
H -1.156 -2.378 2.818 0.0 0.0 0.1
H -2.504 -1.249 2.643 0.0 0.0 0.1
H -0.773 0.087 5.647 0.0 0.0 0.0
H 1.061 1.957 4.875 0.1 0.0 0.0
H 4.448 1.623 1.356 -0.1 0.0 0.1
H 4.925 -0.164 -0.642 0.0 0.0 0.0
H 2.888 -1.293 -2.456 0.0 0.0 0.0
H 1.260 -1.337 -1.760 0.0 -0.1 -0.1
H 2.498 -2.465 -1.195 0.0 0.0 -0.1
H 0.758 4.775 1.750 0.0 -0.1 0.0
H -0.684 5.198 -0.515 0.0 0.0 0.0
H -0.698 3.347 -2.796 0.1 0.0 0.0
H -2.126 2.683 -2.006 -0.1 0.1 0.0
H -0.756 1.638 -2.318 0.0 0.0 -0.1
H 2.839 4.681 2.030 0.1 0.0 0.0
H 4.900 4.881 3.784 0.0 0.0 0.0
H 5.730 3.122 5.802 0.0 0.0 0.0
H 6.036 1.690 4.819 0.0 0.0 0.0
H 4.746 1.658 6.015 0.0 0.0 0.0
C -4.712 2.093 5.459 0.0 0.0 -0.1
C -4.403 1.581 4.079 -0.1 -0.1 0.0
C -5.186 0.589 3.494 0.1 0.0 0.0
C -4.932 0.150 2.202 0.0 0.0 0.0
C -3.884 0.718 1.495 -0.2 -0.1 -0.1
C -3.083 1.708 2.057 0.0 0.0 -0.1
C -3.347 2.127 3.345 0.0 0.0 0.1
S -3.597 0.192 -0.161 0.1 0.0 0.5
O -4.608 -0.739 -0.552 0.0 -0.2 0.1
O -3.350 1.345 -0.961 0.1 0.1 0.0
N -2.154 -0.609 -0.021 0.0 0.8 -0.2
C -1.950 -1.955 -0.017 -0.4 -0.4 0.0
C -2.844 -3.018 -0.156 -0.1 -0.2 -0.1
C -2.331 -4.295 -0.091 0.0 0.1 0.1
C -0.962 -4.507 0.106 0.0 0.0 0.0
C -0.145 -3.413 0.226 0.5 0.0 0.2
N -0.637 -2.171 0.172 -0.1 1.4 0.1
H -5.459 1.476 5.955 0.0 0.0 0.0
H -5.104 3.110 5.394 0.0 0.0 0.1
H -3.815 2.122 6.079 0.0 0.0 0.0
H -6.012 0.167 4.054 0.0 0.0 0.0
H -5.542 -0.610 1.731 0.0 0.0 0.0
H -2.281 2.150 1.477 0.0 0.1 0.0
H -2.740 2.905 3.796 0.0 0.0 0.0
H -3.891 -2.822 -0.321 0.0 0.0 0.0
H -2.996 -5.143 -0.189 0.0 0.0 0.0
H -0.540 -5.499 0.161 0.0 0.0 0.0
H 0.921 -3.513 0.384 0.0 0.1 0.0
```
Positions in Å, forces in eV/Å.

Summary:
Total energy = -63290.5260 eV
Net charge = +1
⟨S²⟩ = 0.75
2S+1 = 2
Relative energy (zero: lowest compared OMol25 entry of this formula, charge and spin) = 0.600 eV
Highest occupied orbital energy (spin up / spin down) = -11.43 / -11.44 eV

=====

The following is a quantum chemistry calculation of C28H31BrF4IrN5O4PS as an isolated structure, from the OMol25 dataset.

XYZ file:
```
76
Properties=species:S:1:pos:R:3:forces:R:3
Ir 0.437 -0.129 0.195 -0.1 0.0 0.0
F 2.660 8.171 0.141 -0.2 0.2 0.1
C 2.317 6.966 0.469 0.4 0.1 0.2
C 3.178 6.333 1.506 0.0 0.0 0.0
F 4.036 7.122 2.069 0.0 0.0 0.0
C 3.073 5.028 1.827 0.0 0.2 -0.1
F 3.784 4.426 2.754 0.1 0.0 0.0
C 2.131 4.280 1.035 -0.1 -0.1 0.1
P 2.412 0.781 -0.477 0.1 0.0 0.0
C 3.095 0.203 -2.011 0.0 0.0 0.0
C 4.365 -0.375 -2.050 0.0 0.0 0.0
C 4.833 -0.910 -3.243 0.0 0.0 0.0
C 4.043 -0.869 -4.382 0.0 0.0 0.0
C 2.769 -0.306 -4.341 0.0 0.0 0.0
C 2.289 0.221 -3.157 0.0 0.0 0.0
C 3.641 1.110 0.775 0.0 0.0 0.0
C 4.855 1.739 0.467 0.0 0.0 0.0
C 5.773 1.980 1.476 0.0 0.0 0.0
C 5.492 1.603 2.785 0.0 0.0 0.0
C 4.288 0.983 3.097 0.0 0.0 0.0
C 3.363 0.736 2.094 0.0 0.0 0.0
C 1.215 4.911 0.099 0.0 -0.2 0.2
Br -3.031 4.858 -1.309 -0.1 0.1 -0.1
C 1.280 6.341 -0.103 -0.1 -0.1 -0.6
F 0.508 6.913 -1.016 0.0 0.0 0.1
H 4.988 -0.415 -1.167 0.0 0.0 0.0
H 5.818 -1.355 -3.280 0.0 0.0 0.0
H 4.418 -1.278 -5.311 0.0 0.0 0.0
H 2.161 -0.278 -5.234 0.0 0.0 0.0
H 1.295 0.662 -3.141 0.0 0.0 0.0
H 5.098 2.003 -0.555 0.0 0.0 0.0
H 6.722 2.444 1.238 0.0 0.0 0.0
H 6.224 1.777 3.563 0.0 0.0 0.0
H 4.087 0.670 4.113 0.0 0.0 0.0
H 2.442 0.209 2.333 0.0 0.0 0.0
N -1.541 -0.992 0.682 0.0 0.0 0.0
C -1.580 -2.382 0.119 0.0 0.0 0.0
C -0.251 -3.036 0.405 0.0 0.0 0.0
N 0.827 -2.147 -0.140 0.0 0.0 0.0
H -1.694 -1.059 1.687 0.0 0.0 0.0
H -2.340 -0.474 0.324 0.0 0.0 0.0
H -1.753 -2.303 -0.956 0.0 0.0 0.0
H -2.398 -2.957 0.550 0.0 0.0 0.0
H -0.189 -4.027 -0.043 0.0 0.0 0.0
H -0.086 -3.140 1.478 0.0 0.0 0.0
H 0.915 -2.306 -1.146 0.0 0.0 0.0
H 1.726 -2.436 0.244 0.0 0.0 0.0
C -2.978 8.603 0.987 0.0 0.0 0.0
C -3.511 7.301 1.578 -0.1 0.0 0.0
S -2.431 5.919 1.363 0.1 0.1 -0.5
O -2.020 5.917 -0.169 0.1 -0.2 0.5
O -2.943 4.674 1.832 0.0 0.0 0.0
C -0.841 6.301 2.071 -0.1 0.0 0.2
C 0.089 5.120 2.405 0.0 0.1 0.0
N 0.584 4.204 1.316 0.0 0.1 -0.1
C 0.029 2.826 1.268 0.0 -0.1 -0.1
N 0.388 2.027 0.350 0.0 0.0 0.0
C 1.409 2.385 -0.648 0.0 0.0 0.0
C 2.028 3.714 -0.350 -0.1 0.0 -0.1
N 3.173 4.046 -1.285 0.1 0.1 0.1
O 3.451 3.161 -2.052 -0.1 0.1 0.0
O 3.686 5.131 -1.179 -0.1 -0.3 0.0
C -0.838 2.382 2.393 0.0 0.0 0.0
H -3.755 9.354 1.131 0.0 0.0 0.0
H -2.788 8.521 -0.081 0.0 0.0 0.0
H -2.088 8.962 1.504 0.0 0.0 0.0
H -4.436 6.950 1.105 0.0 0.0 0.0
H -3.689 7.340 2.658 0.0 0.0 0.0
H -1.105 6.728 3.047 0.0 0.0 0.0
H -0.400 7.104 1.486 0.0 0.0 -0.1
H -0.372 4.500 3.164 0.0 0.0 0.0
H 0.971 5.570 2.863 0.0 0.0 0.0
H 0.954 2.390 -1.641 0.0 0.0 0.0
H -0.285 2.401 3.336 0.0 0.0 0.0
H -1.125 1.354 2.196 0.0 0.0 0.0
H -1.738 2.985 2.492 0.0 0.0 0.0
```
Positions in Å, forces in eV/Å.

Summary:
Total energy = -149006.0101 eV
Net charge = +4
⟨S²⟩ = 0.75
2S+1 = 2
Relative energy (zero: lowest compared OMol25 entry of this formula, charge and spin) = 4.279 eV
Highest occupied orbital energy (spin up / spin down) = -18.86 / -18.86 eV

=====

The following is a quantum chemistry calculation of C28H31Cl2FInN2O4S as an isolated structure, from the OMol25 dataset.

XYZ file:
```
70
Properties=species:S:1:pos:R:3:forces:R:3
O -2.806 2.821 1.603 0.0 -0.2 0.0
C -1.850 2.104 1.634 -0.1 0.2 -0.3
Cl -1.074 1.845 3.237 0.2 0.1 0.2
C -1.181 1.415 0.505 -0.2 -0.1 0.2
In 0.137 -0.398 0.737 0.3 0.2 -0.4
F -0.073 -1.307 2.531 -0.1 -0.1 0.1
C -0.309 -1.863 -0.865 -0.2 0.0 0.1
C -1.672 -2.556 -0.810 0.1 -0.1 -0.1
C -2.068 -3.072 0.562 -0.3 0.2 -0.1
Cl -0.992 -4.408 1.080 0.1 -0.1 0.1
C 2.281 0.145 0.678 -0.3 -0.2 0.2
C 3.104 -0.977 1.330 0.0 0.1 0.0
C 4.419 -0.495 1.952 0.0 0.1 -0.1
C 5.141 -1.502 2.861 0.0 0.0 0.0
C 5.014 -2.963 2.428 0.1 0.0 -0.1
C 5.990 -3.919 3.130 -0.1 0.0 0.0
C 6.136 -3.720 4.647 0.1 -0.1 0.0
S 5.171 -4.943 5.591 -0.1 0.0 0.0
C 4.087 -3.966 6.537 0.2 0.1 -0.1
N 3.197 -4.414 7.345 -0.1 -0.1 0.1
N 2.566 -3.285 7.885 0.0 -0.3 0.1
C 3.138 -2.281 7.357 -0.1 0.5 0.0
O 4.128 -2.608 6.487 0.0 -0.2 0.0
H -0.522 2.177 0.068 0.1 -0.1 0.0
H -1.975 1.219 -0.222 0.1 0.2 -0.1
H 0.486 -2.613 -0.899 0.0 0.1 0.1
H -0.243 -1.289 -1.798 0.0 -0.1 0.0
H -1.715 -3.424 -1.485 0.0 0.1 -0.1
H -2.449 -1.861 -1.152 0.0 0.0 0.2
H -2.012 -2.305 1.335 0.2 -0.1 0.0
H -3.072 -3.498 0.551 0.0 0.0 0.0
H 2.578 0.300 -0.364 0.1 0.1 0.1
H 2.419 1.085 1.222 0.0 0.0 -0.1
H 2.516 -1.478 2.108 0.0 0.0 0.0
H 3.324 -1.730 0.564 -0.1 -0.1 0.1
H 5.098 -0.161 1.156 -0.1 -0.1 0.0
H 4.187 0.402 2.538 0.1 0.0 0.0
H 4.757 -1.381 3.880 0.0 -0.1 -0.1
H 6.210 -1.252 2.909 0.0 0.1 0.0
H 5.227 -3.024 1.355 -0.1 0.0 0.0
H 3.983 -3.308 2.542 0.1 0.1 0.1
H 6.980 -3.832 2.672 0.0 0.1 0.1
H 5.660 -4.946 2.947 0.1 0.0 -0.1
H 7.171 -3.844 4.966 -0.1 -0.1 0.0
H 5.824 -2.730 4.960 0.0 0.0 0.0
H 2.914 -1.237 7.506 0.1 -0.1 -0.1
C -3.805 5.639 -1.516 0.0 0.0 0.0
C -4.301 6.502 -2.488 0.0 0.0 0.0
C -4.599 6.031 -3.755 0.0 0.0 0.0
C -4.395 4.690 -4.060 0.0 0.0 0.0
C -3.884 3.829 -3.087 0.0 0.0 0.0
C -3.595 4.303 -1.812 0.0 0.0 0.0
C -3.633 2.390 -3.384 0.0 0.2 0.1
O -3.193 1.655 -2.532 0.0 -0.2 -0.1
C -3.936 1.902 -4.761 0.0 0.0 0.0
C -3.677 0.573 -5.074 0.0 -0.1 0.0
C -3.957 0.098 -6.343 0.0 0.0 0.0
C -4.501 0.946 -7.303 0.0 0.0 0.0
C -4.757 2.272 -6.996 0.0 -0.1 0.0
C -4.473 2.756 -5.725 0.0 0.0 0.0
C -4.741 4.194 -5.422 0.0 0.0 0.0
O -5.225 4.929 -6.258 0.0 0.0 0.0
H -3.583 6.007 -0.523 0.0 0.0 0.0
H -4.458 7.547 -2.252 0.0 0.0 0.0
H -4.993 6.687 -4.519 0.0 0.0 0.0
H -3.214 3.617 -1.065 0.0 0.0 0.0
H -3.256 -0.071 -4.313 0.0 0.0 0.0
H -3.752 -0.936 -6.588 0.0 0.0 0.0
H -4.722 0.571 -8.294 0.0 0.0 0.0
H -5.177 2.946 -7.730 0.0 0.0 0.0
```
Positions in Å, forces in eV/Å.

Summary:
Total energy = -84482.3052 eV
Net charge = -1
Highest occupied orbital energy = -4.94 eV

=====

Q: What is the total energy in the first record?
A: -53192.5546 eV

=====

Q: Which of these has the lowest net charge?
A: C28H31Cl2FInN2O4S

=====

Q: Look up the total energy of the second one.
A: -63290.5260 eV

=====

Q: The highest total energy belongs to which entry?
A: C28H31BIrN2PSi